# 1
DFT (ωB97M-V/def2-TZVPD) results for a 6-piece molecular cluster, C5H23N2O6 overall.

Atoms and positions in Å:
1 O 1.569 0.466 0.319
2 C 0.730 0.139 -0.523
3 N 1.007 0.158 -1.832
4 C 0.196 -0.225 -2.976
5 C -0.705 0.031 0.008
6 N -0.685 0.304 1.511
7 C -3.050 1.127 -0.241
8 C -1.553 1.163 -0.574
9 H 1.967 0.401 -2.034
10 H -0.834 -0.331 -2.686
11 H 0.381 0.428 -3.835
12 H 0.547 -1.188 -3.363
13 H -1.065 -0.997 -0.068
14 H -1.223 1.134 1.751
15 H 0.260 0.427 1.872
16 H -1.090 -0.523 1.959
17 H -3.332 2.169 -0.345
18 H -3.683 0.503 -0.884
19 H -3.323 0.776 0.758
20 H -1.121 2.154 -0.382
21 H -1.444 1.159 -1.662
22 H -0.372 -3.546 0.554
23 H -1.879 -3.994 0.634
24 O -1.087 -3.841 1.151
25 H 0.702 -4.146 -1.322
26 H 1.645 -3.630 -0.173
27 O 0.875 -3.428 -0.709
28 H 0.212 -1.998 3.842
29 H -0.071 -2.669 2.446
30 O 0.100 -1.839 2.899
31 H 0.121 4.300 -0.032
32 H -1.249 4.928 -0.547
33 O -0.832 4.203 -0.086
34 H 2.997 1.616 0.409
35 H 2.789 3.088 0.133
36 O 3.475 2.460 0.359

LUMO = -0.0961 Eh
Relative energy (zero: lowest compared OMol25 entry of this formula, charge and spin) = 44.5 kcal per mole
Calculated total energy = -765.04412 a.u.
HOMO energy = -0.490 hartree
Net charge = +1

Mulliken atomic charges, in units of e: O -0.8983; C 0.4739; N -0.1389; C -0.8711; C 0.0224; N -0.1508; C -1.3771; C -0.5321; H 0.2949; H 0.3998; H 0.3146; H 0.2735; H 0.2700; H 0.3604; H 0.3109; H 0.4467; H 0.3819; H 0.3455; H 0.3351; H 0.2869; H 0.4039; H 0.3528; H 0.3165; O -0.6821; H 0.2922; H 0.3312; O -0.6455; H 0.2772; H 0.3420; O -0.6102; H 0.2923; H 0.3020; O -0.6257; H 0.4762; H 0.2677; O -0.6388

---

# 2
DFT (ωB97M-V/def2-TZVPD) results for a 8-piece molecular cluster, C5H23NO9 overall.

Atoms and positions in Å:
1 C -2.942 -1.141 1.833
2 C -1.878 -1.081 0.721
3 C -0.756 -0.141 1.160
4 O -0.271 -0.101 2.261
5 N -2.335 -0.551 -0.587
6 C -2.871 -1.549 -1.489
7 C -2.982 0.665 -0.462
8 O -2.705 1.340 0.513
9 H -2.515 -1.899 2.512
10 H -2.821 -0.230 2.403
11 H -3.874 -1.623 1.565
12 H -1.327 -1.981 0.429
13 H -0.292 0.383 0.301
14 H -3.302 -2.447 -1.043
15 H -3.705 -1.183 -2.098
16 H -2.128 -1.805 -2.247
17 H -3.773 0.933 -1.171
18 O 2.291 -0.755 -2.409
19 H 2.096 -1.450 -1.772
20 H 3.256 -0.716 -2.343
21 O 3.551 -2.261 0.871
22 H 3.581 -2.507 -0.051
23 H 2.805 -2.508 1.415
24 O 0.457 3.182 1.658
25 H 0.416 3.157 2.619
26 H 0.728 2.313 1.353
27 O 2.222 2.405 -1.308
28 H 1.774 1.572 -1.491
29 H 1.616 3.147 -1.258
30 O 4.190 0.077 -0.811
31 H 3.553 0.763 -1.027
32 H 4.061 -0.171 0.113
33 O -0.995 1.012 -3.177
34 H -0.924 1.695 -2.501
35 H -0.113 0.978 -3.565
36 O 2.270 0.898 3.246
37 H 1.781 1.538 2.728
38 H 1.860 0.041 3.107

LUMO = -0.0016 Eh
Relative energy (zero: lowest compared OMol25 entry of this formula, charge and spin) = 64.9 kcal per mole
Calculated total energy = -936.17073 a.u.
HOMO energy = -0.369 hartree
Net charge = 0

Mulliken atomic charges, in units of e: C -1.2835; C 0.0011; C -0.2031; O -0.6192; N 0.3997; C -1.1430; C -0.1754; O -0.4831; H 0.3929; H 0.3980; H 0.3582; H 0.6353; H 0.2710; H 0.3699; H 0.3829; H 0.2873; H 0.4123; O -0.6145; H 0.2769; H 0.3392; O -0.6196; H 0.3001; H 0.3084; O -0.6171; H 0.3572; H 0.2448; O -0.6782; H 0.2871; H 0.3204; O -0.6578; H 0.3915; H 0.3435; O -0.6036; H 0.2960; H 0.3071; O -0.6129; H 0.2950; H 0.3350

---

# 3
DFT (ωB97M-V/def2-TZVPD) results for a 8-piece molecular cluster, C5H23NO9 overall.

Atoms and positions in Å:
1 C -1.822 0.516 -2.861
2 C -1.471 0.585 -1.469
3 C -2.028 1.808 -0.592
4 C -2.407 1.148 0.745
5 O -1.531 1.095 1.609
6 N 0.053 0.839 -1.415
7 C 0.696 1.828 -2.049
8 O 1.898 1.925 -1.846
9 H -1.533 1.327 -3.438
10 H -1.134 -0.386 -3.255
11 H -2.823 0.387 -3.120
12 H -1.497 -0.389 -1.016
13 H -1.238 2.513 -0.513
14 H -2.686 2.425 -1.127
15 H -3.366 0.732 0.811
16 H 0.456 0.391 -0.650
17 H 0.121 2.508 -2.682
18 O 1.376 1.533 1.280
19 H 1.724 1.425 2.236
20 H 0.358 1.536 1.397
21 O 2.132 -0.476 3.049
22 H 2.434 -1.045 2.388
23 H 1.282 -0.824 3.324
24 O 0.667 -3.116 0.579
25 H 1.349 -2.503 0.380
26 H 1.170 -3.911 0.177
27 O 3.276 0.312 0.243
28 H 2.753 1.105 0.204
29 H 3.239 0.178 1.188
30 O -0.422 -1.458 2.474
31 H -0.823 -0.481 2.626
32 H -0.842 -2.016 2.946
33 O 2.102 -1.562 -1.058
34 H 2.120 -1.277 -1.918
35 H 2.553 -0.857 -0.642
36 O -2.203 -1.838 0.341
37 H -2.438 -1.509 1.180
38 H -1.495 -2.466 0.475

LUMO = 0.0030 Eh
Relative energy (zero: lowest compared OMol25 entry of this formula, charge and spin) = 89.6 kcal per mole
Calculated total energy = -936.13142 a.u.
HOMO energy = -0.348 hartree
Net charge = 0

Mulliken atomic charges, in units of e: C -1.5719; C 0.4281; C -0.8967; C -0.2234; O -0.5820; N 0.1837; C -0.0617; O -0.5724; H 0.4336; H 0.2835; H 0.4648; H 0.2848; H 0.4054; H 0.5606; H 0.5768; H 0.0454; H 0.3241; O -0.6490; H 0.3233; H 0.3058; O -0.6726; H 0.3185; H 0.3419; O -0.5851; H 0.3122; H 0.2889; O -0.7595; H 0.4370; H 0.2722; O -0.5685; H 0.4043; H 0.2127; O -0.6772; H 0.2486; H 0.4423; O -0.6689; H 0.2697; H 0.3208

---

# 4
DFT (ωB97M-V/def2-TZVPD) results for a 6-piece molecular cluster, C5H24N2O5 overall.

Atoms and positions in Å:
1 C 1.439 2.218 -1.112
2 C 1.008 1.341 -2.227
3 C 1.061 -0.136 -1.994
4 N 0.390 -0.638 -0.754
5 C 1.275 -0.438 0.395
6 C 1.046 -1.627 1.450
7 N -0.278 -1.449 2.071
8 H 0.663 2.811 -0.580
9 H 2.104 1.762 -0.240
10 H 2.207 2.974 -1.548
11 H 1.582 1.503 -3.276
12 H -0.093 1.558 -2.542
13 H 2.146 -0.552 -2.001
14 H 0.499 -0.525 -2.893
15 H -0.474 0.058 -0.620
16 H 2.348 -0.464 0.245
17 H 1.006 0.460 0.987
18 H 1.147 -2.509 0.852
19 H 1.739 -1.660 2.272
20 H -1.024 -1.510 1.363
21 H -0.535 -2.136 2.833
22 O 1.708 3.208 1.498
23 H 1.024 2.585 1.451
24 H 1.873 3.289 2.357
25 O -1.336 -2.471 -2.201
26 H -1.984 -1.813 -2.104
27 H -0.460 -2.132 -2.054
28 O -0.582 1.673 2.205
29 H -1.239 1.881 2.911
30 H -0.326 0.757 2.442
31 O -2.422 0.930 -0.322
32 H -2.989 0.240 -0.302
33 H -2.061 1.010 0.524
34 O -2.271 -2.706 0.253
35 H -1.733 -2.624 -0.582
36 H -1.955 -3.563 0.753

LUMO = 0.0161 Eh
Relative energy (zero: lowest compared OMol25 entry of this formula, charge and spin) = 65.6 kcal per mole
Calculated total energy = -690.52724 a.u.
HOMO energy = -0.332 hartree
Net charge = 0

Mulliken atomic charges, in units of e: C -0.8361; C -0.4449; C -0.5105; N 0.2235; C 0.2813; C -0.9253; N -0.4679; H 0.2998; H 0.1823; H 0.3077; H 0.3358; H 0.2123; H 0.3679; H 0.2608; H -0.0427; H 0.4923; H -0.5999; H 0.3677; H 0.4269; H 0.1405; H 0.2537; O -0.5879; H 0.1648; H 0.3000; O -0.8117; H 0.3337; H 0.4260; O -0.7311; H 0.2884; H 0.3156; O -0.6133; H 0.2817; H 0.2871; O -0.7329; H 0.4346; H 0.3201

---

# 5
DFT (ωB97M-V/def2-TZVPD) results for a 7-piece molecular cluster, C5H24N2O7 overall.

Atoms and positions in Å:
1 C -3.102 -2.382 0.634
2 C -1.634 -1.976 0.726
3 C -0.858 -1.955 -0.587
4 N -0.812 -0.608 -1.196
5 C 0.105 -0.577 -2.344
6 C -0.503 -1.464 -3.457
7 N -1.814 -1.059 -3.719
8 O 0.028 -2.243 -4.206
9 H -3.393 -3.001 -0.204
10 H -3.315 -3.023 1.509
11 H -3.782 -1.549 0.740
12 H -0.986 -2.521 1.423
13 H -1.559 -1.000 1.214
14 H -1.441 -2.613 -1.279
15 H 0.163 -2.316 -0.471
16 H -1.758 -0.321 -1.370
17 H 1.153 -0.846 -2.092
18 H 0.293 0.429 -2.687
19 H -2.181 -0.163 -3.462
20 H -2.265 -1.439 -4.534
21 O 0.627 3.116 -1.389
22 H 1.146 3.925 -1.322
23 H 1.297 2.499 -1.715
24 O -0.387 2.356 4.603
25 H -0.709 3.267 4.493
26 H -0.876 2.088 3.799
27 O 1.755 -1.021 1.618
28 H 2.345 -0.259 1.665
29 H 0.913 -0.751 2.000
30 O 3.621 1.361 1.283
31 H 3.310 2.150 1.788
32 H 4.191 0.920 1.924
33 O -0.832 1.190 1.543
34 H 0.091 1.095 1.289
35 H -1.353 1.153 0.737
36 O 2.628 2.546 3.331
37 H 1.972 2.345 4.024
38 H 2.108 3.262 2.929

LUMO = 0.0038 Eh
Relative energy (zero: lowest compared OMol25 entry of this formula, charge and spin) = 49.1 kcal per mole
Calculated total energy = -841.06941 a.u.
HOMO energy = -0.321 hartree
Net charge = 0

Mulliken atomic charges, in units of e: C -1.3682; C -0.0653; C -0.6831; N -0.1517; C -0.6402; C 0.5333; N -0.3438; O -0.6039; H 0.3626; H 0.3412; H 0.3462; H 0.3803; H -0.0136; H 0.2304; H 0.4233; H 0.3401; H 0.3197; H 0.2442; H 0.2019; H 0.2148; O -0.6058; H 0.2933; H 0.3217; O -0.6354; H 0.3218; H 0.3010; O -0.6229; H 0.3687; H 0.2728; O -0.7088; H 0.4019; H 0.3004; O -0.5982; H 0.2842; H 0.2648; O -0.6689; H 0.3211; H 0.3200

---

# 6
DFT (ωB97M-V/def2-TZVPD) results for a 8-piece molecular cluster, C5H24O8 overall.

Atoms and positions in Å:
1 C 0.470 1.589 1.762
2 C 1.432 0.307 1.822
3 C 1.118 -0.614 2.946
4 C 1.333 -0.473 0.561
5 C 1.970 0.308 -0.542
6 O 1.556 1.301 -1.007
7 H 0.748 2.136 0.881
8 H 0.799 2.115 2.760
9 H -0.535 1.458 1.454
10 H 2.547 0.590 1.873
11 H 1.968 -1.415 2.872
12 H 1.300 -0.314 3.921
13 H 0.136 -0.989 2.909
14 H 0.248 -0.388 0.411
15 H 1.921 -1.439 0.601
16 H 3.049 0.071 -0.693
17 O -2.332 -0.403 2.349
18 H -2.728 0.261 1.729
19 H -1.601 0.017 2.756
20 O 0.654 1.585 -3.551
21 H 1.050 2.442 -3.557
22 H 0.935 1.381 -2.596
23 O -2.310 -2.465 0.202
24 H -3.203 -2.541 0.056
25 H -2.072 -1.956 1.009
26 O -0.335 -2.039 -1.528
27 H -0.677 -1.941 -2.382
28 H -1.012 -2.257 -0.907
29 O 2.023 -2.265 -2.616
30 H 1.325 -2.520 -1.966
31 H 2.165 -1.315 -2.706
32 O -2.512 2.200 0.244
33 H -3.301 2.108 -0.333
34 H -1.788 2.154 -0.286
35 O -1.729 1.232 -2.520
36 H -1.839 0.702 -3.334
37 H -0.772 1.376 -2.593

LUMO = 0.0163 Eh
Relative energy (zero: lowest compared OMol25 entry of this formula, charge and spin) = 45.7 kcal per mole
Calculated total energy = -806.74223 a.u.
HOMO energy = -0.382 hartree
Net charge = 0

Mulliken atomic charges, in units of e: C -1.1716; C 0.8949; C -1.5741; C -0.3625; C -0.2043; O -0.5856; H 0.3649; H 0.3258; H 0.0814; H 0.3084; H 0.3547; H 0.4835; H 0.2576; H -0.0719; H 0.4034; H 0.4377; O -0.7127; H 0.3710; H 0.3001; O -0.6970; H 0.3293; H 0.4336; O -0.6862; H 0.2626; H 0.3787; O -0.5427; H 0.2479; H 0.3621; O -0.6535; H 0.3931; H 0.2933; O -0.5933; H 0.3065; H 0.2996; O -0.6849; H 0.2649; H 0.3856